Here is a single C5H10N2O molecule from the OMol25 dataset. Energies are from the ωB97M-V functional and the def2-TZVPD basis.

Results
structure (SMILES)	C/N=C(/C)C/C=N/O
frontier orbital gap	0.3572	hartree
E	-381.15716	Ha

The geometry in ORCA input format:
```
! RIJCOSX wB97M-V def2-TZVPD def2/J DEFGRID3
* xyz 0 1
O -2.45439 1.32124 -1.58083
N -1.91881 0.19147 -0.97226
N 0.36167 0.44001 1.33932
C 0.15426 -1.00010 -0.71632
C -0.56286 -0.35512 2.12613
C 2.22482 0.46173 -0.16967
C 0.84044 -0.01798 0.20697
C -0.68049 0.03820 -1.38953
H -3.40031 1.25620 -1.35726
H 2.18552 1.53093 -0.39596
H 2.60621 -0.04769 -1.05727
H 2.91874 0.30178 0.66039
H -1.57723 0.01629 1.94843
H -0.33994 -0.17102 3.18443
H -0.25604 0.64818 -2.19988
H 0.85821 -1.43506 -1.42907
H -0.50810 -1.44079 1.99333
H -0.45168 -1.73826 -0.19094
*
```

Charges in e, computed with Löwdin, in the same order as the atoms: atom 1 (O): -0.082, atom 2 (N): -0.001, atom 3 (N): 0.019, atom 4 (C): -0.120, atom 5 (C): -0.146, atom 6 (C): -0.041, atom 7 (C): -0.380, atom 8 (C): -0.147, atom 9 (H): 0.096, atom 10 (H): 0.083, atom 11 (H): 0.069, atom 12 (H): 0.082, atom 13 (H): 0.071, atom 14 (H): 0.069, atom 15 (H): 0.139, atom 16 (H): 0.110, atom 17 (H): 0.071, atom 18 (H): 0.109


Here is a molecular structure, C5H10N2O from the OMol25 dataset. Energies are from the ωB97M-V functional and the def2-TZVPD basis.

Results
frontier orbital gap	0.3145	hartree
E	-380.99412	Ha

The geometry in ORCA input format:
```
! RIJCOSX wB97M-V def2-TZVPD def2/J DEFGRID3
* xyz 0 1
O -2.87125 -0.14700 0.59434
N -1.51604 1.68040 -0.18528
N -2.53808 -1.25389 -0.26990
C -1.13563 -1.36455 -0.23962
C -0.42309 0.93066 -0.22914
C 2.48485 0.17739 0.10955
C -0.02284 -0.35864 0.04452
C 1.39351 -0.83048 0.09322
H 1.25844 -1.54219 -0.80966
H 2.78474 0.44579 -0.94934
H 0.42139 1.61318 -0.26470
H 3.26669 -0.45901 0.72217
H -1.79044 -0.22167 0.87490
H -0.77051 -2.05708 -1.12605
H -2.70953 1.22817 0.23762
H -1.65463 2.61551 -0.62351
H 1.63755 -1.29878 1.07951
H 2.18486 0.84218 0.94138
*
```

Charges in e, computed with Löwdin, in the same order as the atoms: atom 1 (O): -0.226, atom 2 (N): 0.001, atom 3 (N): 0.010, atom 4 (C): -0.108, atom 5 (C): -0.217, atom 6 (C): -0.136, atom 7 (C): -0.283, atom 8 (C): -0.297, atom 9 (H): 0.133, atom 10 (H): 0.104, atom 11 (H): 0.112, atom 12 (H): 0.107, atom 13 (H): 0.136, atom 14 (H): 0.142, atom 15 (H): 0.220, atom 16 (H): 0.099, atom 17 (H): 0.117, atom 18 (H): 0.086


Here is a single C5H10N2O molecule from the OMol25 dataset. Energies are from the ωB97M-V functional and the def2-TZVPD basis.

Results
structure (SMILES)	C/C=C\N=C(\C)ON
frontier orbital gap	0.3487	hartree
E	-381.16319	Ha

The geometry in ORCA input format:
```
! RIJCOSX wB97M-V def2-TZVPD def2/J DEFGRID3
* xyz 0 1
O 1.05228 -0.45880 -0.65786
N 1.86030 -1.33018 0.18198
N -1.24554 -0.55148 0.14670
C -0.31808 1.16381 1.57812
C -0.38729 2.31525 0.63088
C -0.73124 -0.09364 1.33956
C -0.63391 -1.50523 -2.00622
C -0.31688 -0.83469 -0.70627
H -0.74152 2.02757 -0.36211
H -0.06220 1.41717 2.60406
H -0.57886 -2.58870 -1.87160
H -0.71523 -0.82520 2.14514
H 2.70442 -1.43297 -0.38139
H -1.06342 3.08175 1.02172
H 2.12779 -0.70197 0.94011
H 0.07964 -1.20862 -2.77892
H 0.60843 2.75394 0.51250
H -1.63871 -1.22802 -2.33640
*
```

Charges in e, computed with Löwdin, in the same order as the atoms: atom 1 (O): -0.153, atom 2 (N): 0.073, atom 3 (N): 0.129, atom 4 (C): -0.167, atom 5 (C): -0.105, atom 6 (C): -0.212, atom 7 (C): -0.015, atom 8 (C): -0.377, atom 9 (H): 0.068, atom 10 (H): 0.092, atom 11 (H): 0.087, atom 12 (H): 0.112, atom 13 (H): 0.084, atom 14 (H): 0.073, atom 15 (H): 0.076, atom 16 (H): 0.079, atom 17 (H): 0.072, atom 18 (H): 0.083


Here is a single C5H10N2O molecule from the OMol25 dataset. Energies are from the ωB97M-V functional and the def2-TZVPD basis.

Results
frontier orbital gap (alpha / beta)	0.3285 / 0.2462	hartree
E	-381.02092	Ha

The geometry in ORCA input format:
```
! RIJCOSX wB97M-V def2-TZVPD def2/J DEFGRID3
* xyz 0 1
O 0.50930 -0.09842 2.29819
N -0.86140 -0.28317 -1.70487
N -0.02094 -0.34124 -2.71885
C -0.40704 0.02495 -0.42336
C 0.88064 1.03183 1.43763
C 0.48441 0.92197 0.08030
C -0.67720 -0.88825 -3.89778
C 0.78486 0.12949 3.69178
H 0.12010 1.01589 4.03198
H 0.37023 -0.84087 4.05636
H -1.77923 -0.71303 -1.71953
H 0.29515 1.90044 1.87364
H 1.91629 0.38210 3.78973
H -1.57421 -0.19577 -4.11254
H 2.05660 1.04748 1.42695
H 0.11782 -0.81057 -4.77384
H -1.09513 -1.89499 -3.73250
H -1.12026 -0.38781 0.39672
*
```

Charges in e, computed with Löwdin, in the same order as the atoms: atom 1 (O): -0.275, atom 2 (N): -0.100, atom 3 (N): -0.056, atom 4 (C): -0.149, atom 5 (C): -0.291, atom 6 (C): 0.022, atom 7 (C): -0.161, atom 8 (C): -0.118, atom 9 (H): 0.098, atom 10 (H): 0.094, atom 11 (H): 0.134, atom 12 (H): 0.133, atom 13 (H): 0.107, atom 14 (H): 0.087, atom 15 (H): 0.157, atom 16 (H): 0.108, atom 17 (H): 0.063, atom 18 (H): 0.147


Here is 2 unconnected molecules or ions with the total composition C5H10N2O from the OMol25 dataset. Energies are from the ωB97M-V functional and the def2-TZVPD basis.

Results
frontier orbital gap (alpha / beta)	0.3385 / 0.3384	hartree
E	-381.12712	Ha

The geometry in ORCA input format:
```
! RIJCOSX wB97M-V def2-TZVPD def2/J DEFGRID3
* xyz 0 1
O -0.85608 -0.97890 0.30694
N -1.18140 -2.56855 1.36184
N -2.29388 -2.48213 1.10464
C 0.26942 0.97306 1.17410
C 0.17868 -0.05229 0.04101
C -0.16205 0.55070 -1.30977
C -0.32302 1.83710 -1.59361
C 1.49718 -0.84050 -0.08326
H 1.06914 1.69764 1.00747
H 0.46935 0.44954 2.11020
H -0.67539 1.50803 1.27851
H -0.28941 -0.19574 -2.08894
H 2.32773 -0.16799 -0.30476
H 1.41853 -1.58218 -0.87904
H 1.70119 -1.36110 0.85404
H -0.56500 2.15943 -2.59929
H -0.21706 2.61636 -0.84912
H -2.36794 -1.56248 0.46901
*
```

Charges in e, computed with Löwdin, in the same order as the atoms: atom 1 (O): -0.244, atom 2 (N): 0.157, atom 3 (N): 0.059, atom 4 (C): -0.047, atom 5 (C): -0.644, atom 6 (C): -0.120, atom 7 (C): 0.020, atom 8 (C): -0.031, atom 9 (H): 0.084, atom 10 (H): 0.081, atom 11 (H): 0.083, atom 12 (H): 0.108, atom 13 (H): 0.087, atom 14 (H): 0.081, atom 15 (H): 0.080, atom 16 (H): 0.052, atom 17 (H): 0.052, atom 18 (H): 0.142


Here is 2 unconnected molecules or ions with the total composition C5H10N2O from the OMol25 dataset. Energies are from the ωB97M-V functional and the def2-TZVPD basis.

Results
frontier orbital gap (alpha / beta)	0.2230 / 0.2229	hartree
E	-380.37506	Ha

The geometry in ORCA input format:
```
! RIJCOSX wB97M-V def2-TZVPD def2/J DEFGRID3
* xyz 2 1
O 2.03295 -1.24049 -0.73737
N 0.51461 2.62851 -0.63448
N -2.06659 0.39988 -0.55553
C -0.74079 -1.24230 0.64360
C -1.04356 0.02294 0.35452
C -0.10187 2.15955 0.35847
C 0.50983 -1.81194 1.02333
C 1.74434 -1.84003 0.37648
H 1.35270 3.28049 -0.46250
H 0.50355 2.19699 -1.61955
H -2.48420 -0.46291 -0.89261
H -1.57310 -1.97445 0.80624
H 2.99099 -1.23052 -1.09703
H 0.33952 -2.67690 1.65987
H 2.58118 -2.52049 0.90834
H -1.59121 0.96767 -1.27712
H -2.85620 1.03084 -0.28638
H -0.11215 2.31316 1.43172
*
```

Charges in e, computed with Löwdin, in the same order as the atoms: atom 1 (O): 0.057, atom 2 (N): 0.158, atom 3 (N): 0.168, atom 4 (C): -0.064, atom 5 (C): 0.001, atom 6 (C): 0.155, atom 7 (C): -0.083, atom 8 (C): -0.154, atom 9 (H): 0.207, atom 10 (H): 0.193, atom 11 (H): 0.181, atom 12 (H): 0.179, atom 13 (H): 0.199, atom 14 (H): 0.119, atom 15 (H): 0.198, atom 16 (H): 0.162, atom 17 (H): 0.205, atom 18 (H): 0.119


Here is 2 unconnected molecules or ions with the total composition C5H10N2O2 from the OMol25 dataset. Energies are from the ωB97M-V functional and the def2-TZVPD basis.

Results
structure (SMILES)	CCC(N)=O.NC#CO
frontier orbital gap	0.3190	hartree
E	-456.36688	Ha

The geometry in ORCA input format:
```
! RIJCOSX wB97M-V def2-TZVPD def2/J DEFGRID3
* xyz 0 1
O 0.03618 -2.14767 -0.00897
O 2.50987 -1.10585 -0.31438
N 2.12002 1.65545 2.11559
N 0.01593 -0.76801 -1.83410
C -2.11597 0.85353 -0.11646
C 1.75874 0.76004 1.19443
C -1.83473 -0.64237 -0.17396
C 1.90485 -0.16069 0.37969
C -0.30039 -1.07778 -0.52730
H -0.71227 -0.66969 -2.52198
H -1.68775 1.29482 0.78249
H -2.39368 -1.08808 -0.99912
H 2.25405 2.60551 1.79212
H -2.16315 -1.14996 0.73343
H 0.83927 -0.19848 -1.98348
H 1.94214 -1.90702 -0.28067
H -1.74696 1.37727 -0.99829
H 2.76609 1.34428 2.83259
H -3.19225 1.02469 -0.07165
*
```

Charges in e, computed with Löwdin, in the same order as the atoms: atom 1 (O): 0.023, atom 2 (O): 0.039, atom 3 (N): 0.031, atom 4 (N): 0.119, atom 5 (C): -0.119, atom 6 (C): -0.126, atom 7 (C): -0.156, atom 8 (C): -0.205, atom 9 (C): -0.485, atom 10 (H): 0.098, atom 11 (H): 0.067, atom 12 (H): 0.103, atom 13 (H): 0.089, atom 14 (H): 0.104, atom 15 (H): 0.093, atom 16 (H): 0.096, atom 17 (H): 0.065, atom 18 (H): 0.097, atom 19 (H): 0.066


E of number 1 (C5H10N2O)? -381.15716 Ha